Formula: C27H55BrCl2NO18P4
Source: the OMol25 dataset
Level of theory: ωB97M-V with the def2-TZVPD basis set

Output
net charge = +1
maximum force = 0.1666 hartree/bohr
total energy = -7330.2752 a.u.
HOMO-LUMO gap = 5.994 eV

Geometry (Å):
C1 -3.760 -2.959 -0.812
C2 -4.868 -2.213 0.170
O1 -5.686 -2.927 0.955
O2 -4.851 -0.728 0.155
C3 -5.986 -0.329 -0.721
C4 -7.372 -0.295 0.154
C5 -8.525 -1.379 -0.387
C6 -9.926 -0.527 -0.477
C7 -11.262 -1.423 -0.793
N1 -11.088 -2.917 -0.633
C8 -11.306 -3.489 0.771
C9 -11.185 -5.121 1.111
C10 -10.823 -6.181 -0.095
C11 -10.611 -5.512 -1.608
Br1 -10.227 -6.805 -3.096
C12 -10.756 -3.859 -1.810
C13 -10.517 -3.280 -3.358
Cl1 -11.812 -2.444 -4.388
C14 -9.161 -3.452 -3.981
C15 -7.868 -4.155 -3.244
Cl2 -8.903 -2.857 -5.734
H1 -2.788 -2.277 -0.834
H2 -4.204 -3.087 -1.889
H3 -3.496 -3.990 -0.311
H4 -6.054 -0.940 -1.717
H5 -5.754 0.796 -1.040
H6 -7.840 0.795 0.023
H7 -7.191 -0.419 1.317
H8 -8.174 -1.864 -1.393
H9 -8.570 -2.212 0.448
H10 -9.803 0.251 -1.364
H11 -9.992 0.117 0.514
H12 -12.117 -1.086 -0.032
H13 -11.688 -1.144 -1.866
H14 -11.596 -2.818 1.714
H15 -11.374 -5.576 2.178
H16 -10.726 -7.359 0.073
H17 -6.896 -3.550 -3.488
H18 -7.747 -5.228 -3.753
H19 -8.029 -4.372 -2.096
C16 2.637 0.525 -2.991
O3 1.478 0.020 -2.361
P1 0.229 1.021 -2.194
O4 -0.310 1.571 -3.479
O5 0.754 2.135 -1.156
C17 1.467 1.729 -0.007
O6 -0.826 0.162 -1.331
C18 -2.086 0.749 -1.071
H20 3.022 -0.231 -3.678
H21 2.431 1.441 -3.551
H22 3.393 0.728 -2.229
H23 2.498 2.079 -0.097
H24 1.470 0.642 0.120
H25 1.014 2.188 0.875
H26 -2.229 1.682 -1.623
H27 -2.165 0.952 -0.001
H28 -2.870 0.043 -1.359
C19 6.402 -1.096 -1.593
O7 7.122 -0.495 -0.538
P2 7.141 1.114 -0.476
O8 5.792 1.752 -0.356
O9 7.974 1.548 -1.784
C20 9.163 0.860 -2.108
O10 8.148 1.430 0.740
C21 8.327 2.784 1.103
H29 5.842 -1.947 -1.196
H30 5.702 -0.398 -2.060
H31 7.108 -1.457 -2.343
H32 9.003 0.305 -3.035
H33 9.468 0.160 -1.322
H34 9.965 1.585 -2.265
H35 7.632 3.447 0.581
H36 9.351 3.082 0.863
H37 8.170 2.885 2.181
C22 3.457 4.878 0.465
O11 4.287 5.825 -0.174
P3 5.363 6.602 0.736
O12 6.351 5.717 1.432
O13 4.466 7.507 1.720
C23 3.368 8.222 1.194
O14 6.011 7.670 -0.280
C24 7.066 8.475 0.207
H38 3.376 3.994 -0.171
H39 3.853 4.579 1.439
H40 2.463 5.312 0.596
H41 2.448 7.794 1.600
H42 3.328 8.181 0.101
H43 3.439 9.267 1.506
H44 7.401 8.162 1.200
H45 6.723 9.512 0.258
H46 7.908 8.413 -0.487
C25 7.085 -0.927 2.282
O15 7.262 -1.261 3.642
P4 7.617 -2.792 3.989
O16 8.878 -3.301 3.361
O17 6.289 -3.606 3.581
C26 5.024 -3.095 3.946
O18 7.604 -2.823 5.599
C27 7.958 -4.037 6.231
H47 7.579 0.028 2.086
H48 7.505 -1.686 1.616
H49 6.017 -0.820 2.079
H50 4.493 -2.802 3.037
H51 5.100 -2.228 4.609
H52 4.454 -3.879 4.451
H53 8.335 -4.778 5.520
H54 7.076 -4.443 6.733
H55 8.732 -3.836 6.976

---

Formula: C4H10N2O2
Source: the OMol25 dataset
Level of theory: ωB97M-V with the def2-TZVPD basis set

Output
net charge = 0
SMILES = CN[C@H](CO)C(N)=O
maximum force = 0.0200 hartree/bohr
total energy = -418.4033 a.u.
HOMO-LUMO gap = 9.672 eV
relative energy (zero: lowest compared OMol25 entry of this formula, charge and spin) = 36.2 kcal/mol

Geometry (Å):
C1 2.204 0.495 -1.034
N1 1.035 -0.393 -1.127
C2 0.208 -0.379 0.059
C3 -0.873 -1.440 -0.046
O1 -0.988 -2.112 1.225
C4 -0.447 1.003 0.183
N2 -0.614 1.483 1.438
O2 -0.716 1.616 -0.829
H1 2.678 0.297 -0.070
H2 1.908 1.546 -1.094
H3 2.887 0.206 -1.822
H4 0.460 -0.136 -1.920
H5 0.876 -0.613 0.893
H6 -1.835 -1.043 -0.378
H7 -0.490 -2.157 -0.768
H8 -1.864 -2.511 1.230
H9 -0.682 0.821 2.190
H10 -0.992 2.405 1.577

---

Formula: C19H18CoN4O2SSe
Source: the OMol25 dataset
Level of theory: ωB97M-V with the def2-TZVPD basis set

Output
net charge = 0
maximum force = 0.0019 hartree/bohr
total energy = -5286.7149 a.u.
HOMO-LUMO gap (spin up / spin down) = 7.060 / 7.058 eV
multiplicity = 2

Geometry (Å):
Co1 -0.457 0.140 0.099
N1 -1.022 0.225 4.217
C1 -0.224 -0.900 4.368
C2 0.136 -1.653 5.480
C3 0.959 -2.736 5.247
C4 1.408 -3.062 3.956
C5 1.048 -2.313 2.856
C6 0.218 -1.217 3.079
N2 -0.307 -0.303 2.184
C7 -1.029 0.523 2.892
C8 -1.757 1.584 2.212
C9 -2.578 2.556 2.680
S1 -3.179 3.479 1.373
C10 -2.293 2.525 0.283
N3 -1.600 1.578 0.842
H1 -1.530 0.703 4.938
H2 -0.208 -1.408 6.477
H3 1.267 -3.353 6.081
H4 2.051 -3.923 3.828
H5 1.382 -2.551 1.855
H6 -2.867 2.763 3.696
H7 -2.330 2.675 -0.785
O1 1.399 0.966 0.130
N4 1.919 -0.098 -0.284
O2 1.032 -0.966 -0.518
C11 -7.211 2.413 0.505
C12 -6.019 1.579 0.122
C13 -5.383 1.745 -1.098
C14 -4.277 0.978 -1.465
C15 -3.639 1.214 -2.806
C16 -3.782 0.013 -0.578
Se1 -2.204 -0.992 -1.031
C17 -4.440 -0.197 0.646
C18 -4.028 -1.293 1.590
C19 -5.532 0.598 0.977
H8 -7.377 3.218 -0.211
H9 -7.081 2.862 1.493
H10 -8.120 1.809 0.543
H11 -5.754 2.492 -1.792
H12 -4.142 2.024 -3.336
H13 -3.683 0.314 -3.421
H14 -2.577 1.451 -2.711
H15 -2.949 -1.346 1.716
H16 -4.328 -2.264 1.189
H17 -4.508 -1.165 2.562
H18 -6.029 0.431 1.930

---

Formula: C7H12N3O
Source: the OMol25 dataset
Level of theory: ωB97M-V with the def2-TZVPD basis set

Output
net charge = +1
SMILES = O=CN1[NH+]=CN2CCCC[C@H]21
maximum force = 0.0852 hartree/bohr
total energy = -513.1377 a.u.
HOMO-LUMO gap = 9.174 eV
relative energy (zero: lowest compared OMol25 entry of this formula, charge and spin) = 48.0 kcal/mol

Geometry (Å):
C1 -0.786 -1.039 1.595
C2 -0.010 2.416 1.962
C3 0.407 0.166 -2.022
C4 0.334 -1.358 -1.859
C5 -0.333 0.952 -0.934
C6 0.567 -1.831 -0.427
C7 0.358 0.398 0.328
N1 -0.015 -0.946 0.514
N2 -0.210 1.091 1.529
N3 -0.956 0.123 2.193
O1 0.641 3.137 1.267
H1 -1.386 -1.932 1.876
H2 -0.509 2.650 2.912
H3 1.483 0.542 -2.116
H4 -0.100 0.293 -2.938
H5 -0.756 -1.610 -2.093
H6 1.103 -1.713 -2.523
H7 -0.293 1.997 -1.055
H8 -1.429 0.772 -0.916
H9 0.038 -2.808 -0.434
H10 1.627 -2.021 -0.235
H11 1.429 0.517 0.185
H12 -1.205 0.203 3.190

---

Formula: C15H34Ag2O5
Source: the OMol25 dataset
Level of theory: ωB97M-V with the def2-TZVPD basis set

Output
net charge = +2
maximum force = 0.0637 hartree/bohr
total energy = -1261.0554 a.u.
HOMO-LUMO gap = 2.917 eV

Geometry (Å):
Ag1 3.162 -1.720 -4.166
Ag2 2.247 -5.166 -0.219
O1 -2.350 -2.494 -5.174
H1 -1.547 -2.318 -5.670
H2 -2.095 -2.322 -4.265
H3 -2.651 -3.398 -5.298
C1 -1.562 0.026 -0.463
C2 -0.161 -0.652 -0.546
C3 0.554 -0.724 0.744
O2 -0.234 -1.841 -1.227
H4 -1.544 1.058 -0.111
H5 -2.326 -0.576 0.028
H6 -1.966 0.121 -1.470
H7 0.432 -0.007 -1.194
H8 1.533 -1.201 0.698
H9 0.035 -1.326 1.489
H10 0.744 0.296 1.077
C4 3.901 -1.905 8.737
C5 3.193 -0.684 8.030
C6 2.521 -0.068 9.255
O3 2.513 -1.008 10.316
C7 3.737 -1.744 10.253
H11 4.948 -1.771 8.464
H12 3.585 -2.835 8.265
H13 2.466 -0.938 7.259
H14 3.929 0.013 7.630
H15 1.462 0.116 9.073
H16 2.957 0.878 9.576
H17 3.624 -2.630 10.878
H18 4.450 -1.088 10.753
C8 6.882 3.547 -4.765
C9 5.983 4.165 -3.759
C10 5.256 3.050 -3.213
O4 5.919 1.862 -3.510
C11 7.153 2.206 -4.094
H19 7.788 4.093 -5.029
H20 6.343 3.193 -5.643
H21 5.274 4.872 -4.192
H22 6.413 4.583 -2.849
H23 4.235 2.976 -3.587
H24 5.246 3.198 -2.133
H25 7.457 1.504 -4.870
H26 7.972 2.216 -3.375
C12 -9.579 -0.113 -2.402
C13 -9.844 -0.131 -3.903
C14 -8.716 -1.035 -4.341
O5 -7.618 -0.713 -3.520
C15 -8.020 -0.251 -2.235
H27 -10.144 -0.921 -1.937
H28 -10.044 0.673 -1.807
H29 -9.837 0.820 -4.437
H30 -10.847 -0.457 -4.182
H31 -8.515 -0.942 -5.409
H32 -9.005 -2.075 -4.188
H33 -7.481 0.613 -1.846
H34 -7.827 -1.025 -1.493

---

Formula: C20H31N3O2
Source: the OMol25 dataset
Level of theory: ωB97M-V with the def2-TZVPD basis set

Output
net charge = 0
SMILES = CCCCCC(=O)Nc1ccc(N2CCN(C(=O)CCC)CC2)cc1
maximum force = 0.0118 hartree/bohr
total energy = -1095.4858 a.u.
HOMO-LUMO gap = 8.059 eV
relative energy (zero: lowest compared OMol25 entry of this formula, charge and spin) = 29.7 kcal/mol

Geometry (Å):
C1 4.781 -0.898 7.219
C2 4.498 -1.057 5.729
C3 3.106 -1.619 5.436
C4 1.979 -0.663 5.821
C5 0.608 -1.215 5.413
C6 0.498 -1.422 3.909
O1 0.418 -2.519 3.401
N1 0.499 -0.247 3.220
C7 0.456 -0.032 1.838
C8 0.481 1.282 1.375
C9 0.440 1.558 0.027
C10 0.359 0.534 -0.924
C11 0.346 -0.779 -0.446
C12 0.397 -1.060 0.905
H1 0.381 -2.083 1.243
H2 0.289 -1.613 -1.127
N2 0.376 0.851 -2.279
C13 -0.471 1.913 -2.773
H3 0.008 2.356 -3.653
C14 -1.856 1.367 -3.173
N3 -1.703 0.330 -4.165
C15 -2.068 0.366 -5.472
O2 -1.748 -0.526 -6.237
C16 -2.930 1.528 -5.931
C17 -4.384 1.367 -5.471
C18 -5.048 0.163 -6.126
H4 -5.082 0.289 -7.205
H5 -6.064 0.040 -5.759
H6 -4.487 -0.744 -5.910
H7 -4.938 2.274 -5.731
H8 -4.423 1.253 -4.385
H9 -2.904 1.520 -7.022
H10 -2.519 2.479 -5.590
C19 -0.858 -0.753 -3.696
C20 0.506 -0.188 -3.279
H11 0.976 0.266 -4.159
H12 1.163 -0.976 -2.915
H13 -1.347 -1.236 -2.842
H14 -0.750 -1.470 -4.511
H15 -2.331 0.931 -2.284
H16 -2.482 2.177 -3.539
H17 -0.598 2.687 -2.018
H18 0.495 2.589 -0.290
H19 0.544 2.098 2.082
H20 0.557 0.600 3.769
H21 -0.181 -0.534 5.741
H22 0.450 -2.183 5.889
H23 1.979 -0.505 6.901
H24 2.153 0.306 5.345
H25 2.977 -2.562 5.972
H26 3.033 -1.838 4.369
H27 4.609 -0.090 5.233
H28 5.240 -1.734 5.300
H29 4.633 -1.843 7.736
H30 5.810 -0.581 7.374
H31 4.128 -0.153 7.667

---

What is the net charge in the second record? 0